(1)
ORCA calculation (wB97M-V/def2-TZVPD) on a structure of composition C17H14ClNO3SZn in a non-equilibrium geometry.

net charge: -2
M: 413.21 u
E_LUMO: 4.28 eV

Element x y z (Å)
Zn1 1.46 -0.02 -0.25
Cl1 2.38 1.11 1.37
S1 0.23 -0.23 4.50
O1 -0.46 0.44 0.81
O2 0.85 0.86 5.24
O3 0.48 -1.62 4.84
N1 0.46 -0.06 2.83
C1 2.37 -2.17 0.58
C2 -1.65 0.10 4.11
C3 2.65 1.92 -5.45
C4 1.57 2.77 -5.01
C5 -4.06 0.36 4.41
C6 0.98 -2.11 0.96
C7 1.07 -2.18 -1.38
C8 0.33 2.12 -5.35
C9 2.08 0.75 -6.07
C10 -0.52 0.26 2.06
C11 -1.79 0.36 2.77
C12 0.17 -2.14 -0.25
C13 -2.77 0.10 4.96
C14 -3.06 0.61 2.19
C15 0.64 0.87 -6.01
C16 -4.19 0.61 3.03
C17 2.43 -2.20 -0.86
H1 -5.17 0.81 2.62
H2 0.61 -2.07 2.00
H3 -2.65 -0.11 6.03
H4 0.77 -2.23 -2.45
H5 2.64 -0.08 -6.52
H6 3.35 -2.28 -1.47
H7 -0.94 -2.10 -0.29
H8 3.22 -2.16 1.29
H9 -4.94 0.36 5.06
H10 -3.14 0.80 1.12
H11 -0.09 0.15 -6.41
H12 -0.68 2.51 -5.17
H13 1.67 3.74 -4.51
H14 3.72 2.13 -5.34

Partial atomic charges computed with the natural (NBO) method, in multiples of e: number 1, Zn, carries 1.6090; number 2, Cl, carries -0.7779; number 3, S, carries 2.2304; number 4, O, carries -0.7795; number 5, O, carries -0.9176; number 6, O, carries -0.9304; number 7, N, carries -0.8165; number 8, C, carries -0.3863; number 9, C, carries -0.2405; number 10, C, carries -0.3714; number 11, C, carries -0.3700; number 12, C, carries -0.2324; number 13, C, carries -0.3875; number 14, C, carries -0.4282; number 15, C, carries -0.3716; number 16, C, carries -0.3733; number 17, C, carries 0.5738; number 18, C, carries -0.0527; number 19, C, carries -0.3934; number 20, C, carries -0.2210; number 21, C, carries -0.2019; number 22, C, carries -0.3735; number 23, C, carries -0.2262; number 24, C, carries -0.4346; number 25, H, carries 0.2013; number 26, H, carries 0.2505; number 27, H, carries 0.2124; number 28, H, carries 0.2346; number 29, H, carries 0.1716; number 30, H, carries 0.2208; number 31, H, carries 0.2221; number 32, H, carries 0.2257; number 33, H, carries 0.2000; number 34, H, carries 0.2393; number 35, H, carries 0.1716; number 36, H, carries 0.1739; number 37, H, carries 0.1759; number 38, H, carries 0.1736

(2)
ORCA calculation (wB97M-V/def2-TZVPD) on a cluster of 2 separate species, C17H14F3NO4S3 in total in a non-equilibrium geometry.

M: 449.50 u
E_LUMO: -2.86 eV

Element x y z (Å)
S1 1.31 -1.01 3.20
S2 2.39 0.21 -2.13
S3 1.92 1.79 2.69
F1 5.01 0.15 -2.16
F2 4.08 -1.51 -1.05
F3 4.07 -1.52 -3.25
O1 2.37 0.92 -3.39
O2 -5.04 -1.26 -2.13
O3 2.38 0.92 -0.87
O4 -4.69 0.92 -2.12
N1 -4.27 -0.27 -2.15
C1 -1.48 -0.35 2.08
C2 -3.14 1.10 1.11
C3 3.37 0.79 3.19
C4 3.99 -0.73 -2.15
C5 -2.37 -1.81 -2.17
C6 -2.76 -0.16 1.59
C7 0.79 0.50 2.57
C8 1.29 -1.13 -2.09
C9 -2.00 0.62 -2.19
C10 -2.87 -0.49 -2.20
C11 2.88 -0.44 3.95
C12 -0.55 0.71 2.08
C13 -1.01 -2.02 -2.14
C14 -0.08 -0.91 -2.13
C15 -2.23 2.16 1.12
C16 -0.94 1.97 1.60
C17 -0.64 0.41 -2.15
H1 1.71 -2.13 -2.12
H2 -2.41 1.62 -2.19
H3 -3.48 -0.98 1.57
H4 3.58 -1.27 3.89
H5 -3.09 -2.63 -2.16
H6 -1.18 -1.33 2.46
H7 -4.14 1.25 0.71
H8 -0.59 -3.03 -2.14
H9 2.69 -0.21 5.01
H10 3.90 0.51 2.28
H11 -0.23 2.79 1.60
H12 -2.53 3.14 0.73
H13 0.00 1.29 -2.16
H14 4.00 1.43 3.81

Partial atomic charges computed with the natural (NBO) method, in multiples of e: number 1, S, carries 0.4661; number 2, S, carries 2.0929; number 3, S, carries 0.4904; number 4, F, carries -0.3123; number 5, F, carries -0.3293; number 6, F, carries -0.3132; number 7, O, carries -0.9130; number 8, O, carries -0.4446; number 9, O, carries -0.9682; number 10, O, carries -0.4644; number 11, N, carries 0.5045; number 12, C, carries -0.1284; number 13, C, carries -0.1012; number 14, C, carries -0.5357; number 15, C, carries 0.7295; number 16, C, carries -0.1604; number 17, C, carries -0.2106; number 18, C, carries -0.2104; number 19, C, carries -0.7709; number 20, C, carries -0.1631; number 21, C, carries -0.1016; number 22, C, carries -0.5291; number 23, C, carries -0.1146; number 24, C, carries -0.2678; number 25, C, carries 0.0202; number 26, C, carries -0.2136; number 27, C, carries -0.1244; number 28, C, carries -0.2545; number 29, H, carries 0.2415; number 30, H, carries 0.2344; number 31, H, carries 0.2427; number 32, H, carries 0.2610; number 33, H, carries 0.2423; number 34, H, carries 0.2204; number 35, H, carries 0.2513; number 36, H, carries 0.2073; number 37, H, carries 0.2386; number 38, H, carries 0.2594; number 39, H, carries 0.2230; number 40, H, carries 0.2389; number 41, H, carries 0.2101; number 42, H, carries 0.2572

Frontier orbital gap, record by record: 0.1855, 0.1223 Eh
Energy, record by record: -97263.019, -68188.769 eV